Entry 1:
Here is C28H19F5IN5O3PbS2 as an isolated structure from the Open Molecules 2025 dataset. Energies are from ωB97M-V/def2-TZVPD.

The geometry in ORCA input format:
```
! RIJCOSX wB97M-V def2-TZVPD def2/J DEFGRID3
* xyz -2 1
Pb 0.61689 -0.73518 0.30710
N 2.45976 2.90973 2.42671
C 2.32354 1.73133 1.72129
S 1.77857 0.36402 2.64638
N 2.72267 1.72652 0.49031
N 2.58292 0.53366 -0.17831
C 3.48376 0.26942 -1.04888
C 3.69258 -0.97531 -1.74386
C 4.62381 -0.96248 -2.79288
C 5.02312 -2.10438 -3.44949
C 4.51088 -3.33370 -3.01992
C 3.62589 -3.38888 -1.97326
C 3.12371 -2.22212 -1.32174
O 2.23705 -2.35902 -0.40855
H 1.93320 2.92033 3.28260
H 2.39587 3.76227 1.88754
H 4.23976 1.04071 -1.21765
H 5.02226 -0.00137 -3.10354
H 5.71995 -2.05071 -4.27678
H 4.82169 -4.24724 -3.51627
H 3.24711 -4.34084 -1.61972
C 0.18716 2.47122 -2.99566
C 0.06778 3.32948 -1.78261
N 0.31736 4.60706 -1.91356
C 0.25876 5.40064 -0.82644
C -0.12202 4.96746 0.41502
C 0.00955 5.95844 1.54029
O 1.37278 6.04533 1.97938
C -0.47866 3.60494 0.59637
C -1.08508 3.17911 1.83124
N -1.53177 2.00436 2.07603
C -2.03237 1.62918 3.29438
C -1.56889 2.12661 4.52427
C -2.02501 1.61180 5.72204
C -2.97958 0.60620 5.74276
C -3.46657 0.09975 4.54520
C -2.98303 0.59479 3.35048
I -3.70115 -0.17837 1.52866
C -0.29513 2.69331 -0.51800
O -0.47703 1.44650 -0.46480
H 0.47884 3.07409 -3.85328
H 0.92435 1.68867 -2.82075
H -0.75171 1.95087 -3.19161
H 0.52676 6.44105 -1.00109
H -0.31592 6.95284 1.20778
H -0.56637 5.69050 2.42343
H 1.92018 5.93418 1.19307
H -1.28124 3.97126 2.57027
H -0.80942 2.89685 4.52396
H -1.62375 1.99609 6.65242
H -3.33083 0.19789 6.68204
H -4.20955 -0.68627 4.53796
F 1.49398 -5.84161 -5.22943
C 1.16725 -4.70700 -4.57821
C 0.65949 -4.74915 -3.29265
F 0.46635 -5.94989 -2.71029
C 0.31154 -3.58899 -2.63161
F -0.25672 -3.71703 -1.42642
C 0.46197 -2.31620 -3.20412
S -0.01830 -0.84250 -2.46552
C 0.97182 -2.32171 -4.51628
F 1.10806 -1.16321 -5.17642
C 1.31252 -3.47462 -5.19019
F 1.76306 -3.41918 -6.45945
*
```

Summary:
- total energy (Eh) = -3364.25126
- energy relative to the best compared isomer or geometry (same formula, charge and spin) (kcal/mol) = 21.8
- HOMO energy (eV) = -1.9
- LUMO (eV) = 3.908
- Kohn-Sham gap (Eh) = 0.2142

Löwdin atomic charge list, values in e, 2 entries:
1 Pb 1.07
2 N 0.05

Entry 2:
Here is C28H19F5IN5O3PbS2 as an isolated structure from the Open Molecules 2025 dataset. Energies are from ωB97M-V/def2-TZVPD.

The geometry in ORCA input format:
```
! RIJCOSX wB97M-V def2-TZVPD def2/J DEFGRID3
* xyz -2 1
Pb 1.13838 -0.22228 0.26478
N -2.76586 2.45702 -0.18700
C -1.77803 1.62793 0.33202
S -1.58335 0.08352 -0.44758
N -1.14701 2.09968 1.35427
N -0.14203 1.27341 1.86868
C 0.04270 1.46391 3.12213
C 0.99366 0.82419 4.01323
C 0.85784 1.13745 5.37244
C 1.65389 0.58174 6.35013
C 2.63619 -0.33582 5.95016
C 2.80639 -0.65925 4.62772
C 2.00771 -0.08570 3.59364
O 2.23780 -0.38266 2.37185
H -2.92048 2.31152 -1.17230
H -2.62408 3.42390 0.06877
H -0.62292 2.19124 3.59348
H 0.08219 1.84535 5.65006
H 1.52156 0.84286 7.39186
H 3.27429 -0.79855 6.69631
H 3.56671 -1.36258 4.31169
C -0.03525 -3.84859 2.81274
C -0.89634 -3.86839 1.58831
N -2.08651 -4.39702 1.65280
C -2.87881 -4.35733 0.54760
C -2.48616 -3.80865 -0.64080
C -3.49975 -3.69647 -1.74918
O -4.01017 -2.37366 -1.90424
C -1.17479 -3.26414 -0.75424
C -0.74212 -2.67044 -1.99309
N 0.35700 -2.03568 -2.18065
C 0.54134 -1.41278 -3.41468
C -0.48709 -0.75606 -4.10030
C -0.24324 -0.07717 -5.28279
C 1.03736 -0.02917 -5.81381
C 2.07244 -0.67199 -5.14744
C 1.82130 -1.34847 -3.96664
I 3.39131 -2.30904 -2.99026
C -0.34166 -3.25714 0.38573
O 0.83757 -2.78574 0.40125
H -0.50053 -4.44988 3.59246
H 0.09790 -2.82525 3.17397
H 0.96934 -4.21051 2.58973
H -3.87701 -4.76537 0.65565
H -4.35470 -4.33734 -1.51919
H -3.08680 -4.04271 -2.70405
H -3.40009 -1.74274 -1.48833
H -1.43990 -2.77200 -2.83023
H -1.47296 -0.73216 -3.65658
H -1.05636 0.44124 -5.77542
H 1.24123 0.52736 -6.71922
H 3.08230 -0.63212 -5.53287
F -0.39153 7.16563 -1.33480
C 0.34072 6.03837 -1.18754
C -0.15208 4.81567 -1.60345
F -1.37786 4.75338 -2.16344
C 0.60754 3.67120 -1.44703
F 0.06438 2.52493 -1.88222
C 1.88494 3.66609 -0.87212
S 2.82078 2.21259 -0.67172
C 2.33978 4.92584 -0.46868
F 3.55423 5.06150 0.09633
C 1.59933 6.08455 -0.61885
F 2.09535 7.27277 -0.20908
*
```

Summary:
- total energy (Eh) = -3364.26428
- energy relative to the best compared isomer or geometry (same formula, charge and spin) (kcal/mol) = 13.6
- HOMO energy (eV) = -2.1
- LUMO (eV) = 3.865
- Kohn-Sham gap (Eh) = 0.2189

Löwdin atomic charge list, values in e, 2 entries:
1 Pb 1.20
2 N 0.04

Entry 3:
Here is C28H20BClIO6P2 as an isolated structure at a distorted geometry from the Open Molecules 2025 dataset. Energies are from ωB97M-V/def2-TZVPD.

The geometry in ORCA input format:
```
! RIJCOSX wB97M-V def2-TZVPD def2/J DEFGRID3
* xyz -1 1
O -0.48506 -0.05537 5.40020
P -0.22376 1.66398 5.15259
Cl -0.98751 2.82231 6.77770
B -1.24161 2.17499 3.56651
P 0.02890 3.19268 2.48684
O -0.80325 4.37562 1.51529
I 1.49102 4.33505 4.16604
H -1.42096 -0.21682 5.07971
H -1.55744 1.18453 2.97618
H -2.16840 2.85319 3.84197
H -0.46044 5.28267 1.82194
C 0.74197 -5.76340 4.83443
C 0.55895 -4.42946 5.19791
C -0.22044 -3.58922 4.40115
C -0.80919 -4.08138 3.22999
C -0.60593 -5.40851 2.85379
C 0.16207 -6.25490 3.66404
C -1.18104 -5.92509 1.59503
O -1.00592 -7.09173 1.26563
C -1.96227 -5.01367 0.73533
C -2.46439 -5.47441 -0.48877
C -3.21561 -4.62288 -1.30173
C -3.47487 -3.31542 -0.89162
C -2.97118 -2.85208 0.32471
C -2.20503 -3.70040 1.13509
C -1.64666 -3.19009 2.40283
O -1.87016 -2.03972 2.76182
H 1.34178 -6.42068 5.46015
H 1.02142 -4.04313 6.10348
H -0.36323 -2.55033 4.69392
H 0.31383 -7.29580 3.38378
H -2.26921 -6.49478 -0.81488
H -3.60012 -4.98110 -2.25426
H -4.06612 -2.65410 -1.52131
H -3.17354 -1.82860 0.63603
C 2.68514 2.55973 -0.22571
C 1.47996 3.22715 -0.00868
C 0.73665 3.69660 -1.09282
C 1.20603 3.50875 -2.39853
C 2.42294 2.86318 -2.61420
C 3.15886 2.37713 -1.52568
C 2.95180 2.70337 -3.98418
O 4.01899 2.13326 -4.17475
C 2.18077 3.24791 -5.11954
C 2.69814 3.15461 -6.41818
C 1.96927 3.65512 -7.49917
C 0.72100 4.24013 -7.28831
C 0.20569 4.33944 -5.99509
C 0.94188 3.85092 -4.90756
C 0.40437 3.99285 -3.53998
O -0.69054 4.51104 -3.35331
H 3.25996 2.18573 0.61870
H 1.11704 3.38064 1.00518
H -0.20587 4.21216 -0.91603
H 4.10313 1.86009 -1.68712
H 3.67055 2.69647 -6.59180
H 2.37523 3.58634 -8.50612
H 0.14977 4.62359 -8.13097
H -0.76734 4.80184 -5.83764
*
```

Summary:
- total energy (Eh) = -2996.03626
- energy relative to the best compared isomer or geometry (same formula, charge and spin) (kcal/mol) = 14.6
- HOMO energy (eV) = -4.3
- LUMO (eV) = 0.676
- Kohn-Sham gap (Eh) = 0.1843

Löwdin atomic charge list, values in e, 2 entries:
1 O -0.46
2 P 0.39

Entry 4:
Here is C28H20BF4IPV as an isolated structure from the Open Molecules 2025 dataset. Energies are from ωB97M-V/def2-TZVPD.

The geometry in ORCA input format:
```
! RIJCOSX wB97M-V def2-TZVPD def2/J DEFGRID3
* xyz 2 1
V -0.24129 0.21906 0.06430
C -0.22885 0.58992 6.30028
C 0.15453 -0.72285 6.05017
C 0.38891 -1.13942 4.75264
C 0.21891 -0.23066 3.70109
C -0.16062 1.08955 3.95272
C -0.38317 1.49424 5.25826
P 0.49708 -0.80524 2.04245
C 1.86429 -1.93529 1.95305
C 1.83255 -3.02600 1.08107
C 2.95154 -3.83285 0.96735
C 4.09355 -3.54727 1.70579
C 4.12642 -2.45635 2.56607
C 3.01348 -1.64313 2.69329
C -0.99332 -1.59660 1.33419
C -1.76871 -2.50267 2.08384
C -2.88128 -3.07852 1.51145
C -3.26498 -2.77171 0.20016
C -2.52945 -1.88043 -0.55768
C -1.42854 -1.28290 0.03565
H -0.40237 0.91073 7.31867
H 0.27870 -1.41978 6.86758
H 0.71414 -2.15428 4.55701
H -0.30060 1.79253 3.14363
H -0.67642 2.51499 5.46084
H 0.93678 -3.25154 0.51441
H 2.93171 -4.69181 0.31047
H 4.96162 -4.18618 1.61394
H 5.01627 -2.24277 3.14206
H 3.03070 -0.79232 3.36380
H -1.46983 -2.76216 3.09119
H -3.46292 -3.78710 2.08615
H -4.14898 -3.22633 -0.22686
H -2.84020 -1.61850 -1.56109
I 0.42072 -0.99218 -2.20677
C 2.44768 -0.49661 -2.09661
C 3.33271 -0.83711 -3.07355
C 4.66109 -0.38634 -2.94257
C 5.01356 0.41129 -1.88942
C 4.07539 0.77615 -0.89455
C 4.40039 1.68354 0.14111
C 3.45260 2.07405 1.04518
C 2.16868 1.50108 1.00999
C 1.78994 0.60338 0.02858
C 2.74986 0.27198 -0.96571
H 3.03229 -1.41991 -3.93404
H 5.38416 -0.65240 -3.70063
H 6.02127 0.79880 -1.81287
H 5.40644 2.08011 0.19461
H 3.69160 2.79355 1.81623
H 1.48153 1.79587 1.79505
F -3.61019 1.02020 0.31132
B -3.21496 2.06522 1.01172
F -0.87792 1.70897 -0.45766
F -2.16488 1.88603 1.81993
F -3.80380 3.22047 0.94924
*
```

Summary:
- total energy (Eh) = -3085.92898
- HOMO energy (eV) = -14.3
- LUMO (eV) = -7.919
- Kohn-Sham gap (Eh) = 0.2335

Löwdin atomic charge list, values in e, 2 entries:
1 V 0.63
2 C -0.02

Entry 5:
Here is C28H20Br2ClNOPTb as an isolated structure at a distorted geometry from the Open Molecules 2025 dataset. Energies are from ωB97M-V/def2-TZVPD.

The geometry in ORCA input format:
```
! RIJCOSX wB97M-V def2-TZVPD def2/J DEFGRID3
* xyz 2 7
Tb -1.05013 -1.02303 -0.29855
C -4.34476 -3.08458 -0.87992
C -3.05439 -3.81827 -0.64062
C -3.18128 -5.20466 -0.27565
C -1.99799 -5.96681 -0.24904
C -0.68801 -5.41490 -0.32641
C 0.51993 -6.17399 -0.17666
Br 0.65340 -7.97380 0.42635
C 1.74319 -5.54652 -0.39559
C 1.80731 -4.15436 -0.54249
Br 3.58543 -3.53302 -0.73440
C 0.65056 -3.36845 -0.65712
O 0.74274 -2.02986 -0.78250
C -0.66298 -3.98830 -0.56484
N -1.81824 -3.24022 -0.76178
H -4.85760 -2.88909 0.06352
H -5.03208 -3.75064 -1.47361
H -4.13562 -2.15875 -1.43870
H -4.19927 -5.62933 0.03448
H -2.11015 -7.05931 -0.09445
H 2.62351 -6.15177 -0.34425
Cl 0.62962 -0.54267 1.95858
C 1.09105 1.05288 2.69067
C 1.23843 1.07967 4.04014
C 1.66414 2.25365 4.67322
C 1.81568 3.39969 3.91795
C 1.80965 3.35788 2.51958
C 1.41799 2.11632 1.85848
P 1.61144 1.94735 0.08982
C -0.06256 1.55340 -0.43123
C -1.20169 1.56778 0.36151
C -2.42668 1.15309 -0.25082
C -2.48873 0.82302 -1.60749
C -1.34440 0.79714 -2.38924
C -0.14019 1.25325 -1.86206
C 1.79661 3.60735 -0.62015
C 2.95458 3.76589 -1.40702
C 3.07292 4.88089 -2.16306
C 2.12163 5.90698 -2.06317
C 1.00751 5.81020 -1.28150
C 0.80357 4.62733 -0.56187
H 1.17714 0.11658 4.60779
H 1.94555 2.16215 5.72440
H 2.23528 4.25443 4.47296
H 2.20060 4.19074 1.90553
H -1.09152 1.64953 1.41715
H -3.26327 1.16799 0.44324
H -3.46137 0.63873 -2.09576
H -1.34981 0.48217 -3.48690
H 0.82727 1.16915 -2.40516
H 3.73828 3.01812 -1.48190
H 3.89052 5.00232 -2.90133
H 2.38227 6.84568 -2.60881
H 0.31022 6.61086 -0.99687
H -0.10534 4.44009 0.04557
*
```

Summary:
- total energy (Eh) = -7982.42464
- energy relative to the best compared isomer or geometry (same formula, charge and spin) (kcal/mol) = 48.8
- HOMO energy (spin up / spin down) (eV) = -13.2 / -13.3
- LUMO (spin up / spin down) (eV) = -8.251 / -7.038
- Kohn-Sham gap (spin up / spin down) (Eh) = 0.1831 / 0.2284
- <S²> = 12.079

Löwdin atomic charge list, values in e, 2 entries:
1 Tb 1.72
2 C -0.02

Entry 6:
Here is C28H20BrIrN4O3S2 as an isolated structure from the Open Molecules 2025 dataset. Energies are from ωB97M-V/def2-TZVPD.

The geometry in ORCA input format:
```
! RIJCOSX wB97M-V def2-TZVPD def2/J DEFGRID3
* xyz 3 2
Ir -1.18472 -0.60213 -0.61500
N 0.86207 -1.21872 3.05178
C 1.98587 -1.07901 2.41392
C 3.32505 -1.00660 2.86088
C 4.25521 -0.87569 1.88694
C 3.94258 -0.81679 0.44808
C 2.68811 -0.87820 -0.02310
C 1.63903 -1.01054 0.95885
N 0.36302 -1.12377 0.81751
C -0.25627 -1.32510 2.12352
C -2.45333 -0.49759 2.00563
C -3.54837 -0.47001 2.78961
S -4.93757 -0.71003 1.82486
C -3.99744 -0.84915 0.43956
N -2.70295 -0.71410 0.66443
H 0.73416 -1.34703 4.05272
H 3.58391 -1.06234 3.90956
H 5.30014 -0.81899 2.16941
H 4.77384 -0.73326 -0.23985
H 2.45608 -0.84997 -1.07958
H -3.60192 -0.33093 3.85781
H -4.41650 -1.04007 -0.53801
Br -1.85032 -7.83737 1.36328
C -1.60117 -6.07563 0.82330
C -1.70141 -5.73279 -0.52450
N -1.53876 -4.47858 -0.95288
C -1.26092 -3.55570 -0.07465
C -1.13538 -3.76450 1.29946
C -1.32500 -5.07974 1.74217
C -0.91203 -2.76217 2.35983
O -1.17342 -2.92843 3.51715
O -1.15827 -0.30261 2.40943
H -1.92237 -6.48167 -1.27484
H -1.14177 -2.56370 -0.56108
H -1.25030 -5.30689 2.79785
O -1.42854 1.31719 -0.88328
S -0.25319 2.29027 -0.44932
C -0.78401 3.84041 -1.05873
C -1.54791 3.93626 -2.21908
C -1.91048 5.19959 -2.64800
C -1.51135 6.32520 -1.93101
C -0.74212 6.20509 -0.78217
C -0.38089 4.94814 -0.32049
C 1.02682 1.76642 -1.56860
C 2.28468 2.33320 -1.41898
C 3.29445 1.94481 -2.28852
C 3.04689 0.99167 -3.27206
C 1.78647 0.42244 -3.40024
C 0.75994 0.81338 -2.54668
H -1.85036 3.05525 -2.76860
H -2.49583 5.31077 -3.55036
H -1.81823 7.30676 -2.26656
H -0.43788 7.08625 -0.23454
H 0.18797 4.83913 0.59523
H 2.47548 3.07666 -0.65280
H 4.27466 2.39595 -2.20616
H 3.83792 0.70119 -3.95077
H 1.58993 -0.29428 -4.18675
H -0.24324 0.41804 -2.69562
*
```

Summary:
- total energy (Eh) = -4997.34446
- HOMO energy (spin up / spin down) (eV) = -16.7 / -16.7
- LUMO (spin up / spin down) (eV) = -11.528 / -11.529
- Kohn-Sham gap (spin up / spin down) (Eh) = 0.1891 / 0.1890
- <S²> = 0.754

Löwdin atomic charge list, values in e, 2 entries:
1 Ir 1.19
2 N 0.28